Density functional theory data (ωB97M-V/def2-TZVPD) for C18H26N8O2RhSSi as an isolated structure in a non-equilibrium geometry.

Summary:
Charge: +1
Strongest force on any atom: 3.0 eV Å⁻¹
LUMO level (alpha / beta): -3.54 / -3.76 eV
HOMO level (alpha / beta): -0.386 / -0.388 Eh

Structure (XYZ):
```
57
Properties=species:S:1:pos:R:3:nbo_charge:R:1
Rh 0.41620 -0.21762 1.14296 0.75
S -0.54519 -1.98530 2.66146 -0.31
Si 2.29001 0.74007 -0.16491 1.40
O -0.45073 1.53284 2.28912 -0.76
O -0.09244 3.15366 3.76136 -0.64
N -0.02890 -2.77430 -2.35427 -0.48
N -2.49363 -0.15193 2.88024 -0.59
N -1.26221 0.06226 -0.34826 -0.43
N -1.79332 -0.11894 -2.48363 -0.47
N 1.77805 0.23739 3.16277 -0.61
N -3.21049 -2.20813 2.64911 -0.58
N 1.49760 1.58637 3.47482 -0.53
N 0.43974 -2.07553 -0.31031 -0.43
C -1.12849 -0.69399 -1.44553 0.32
C -2.33893 1.04612 -2.01981 -0.05
C 1.22753 0.10900 -4.17054 -0.23
C -2.00515 1.14270 -0.70174 -0.06
C 0.93882 2.14275 -2.31559 -0.14
C 0.23564 2.14322 3.17528 0.87
C 2.87301 2.46021 0.47244 -1.11
C 0.91646 -3.61508 -1.83921 -0.06
C 1.19217 -3.17008 -0.58051 -0.07
C 0.40729 2.28166 -3.58380 -0.22
C -2.13996 -1.41058 2.70148 0.35
C 3.80077 -0.47503 -0.20268 -1.11
C -4.44585 -1.45183 2.75777 -0.23
C 1.74319 -0.03474 -2.89480 -0.23
C 0.54668 1.26622 -4.51736 -0.23
C -3.93337 -0.00697 2.95694 -0.22
C -0.29408 -1.83880 -1.40072 0.30
C 1.61009 0.97689 -1.94539 -0.50
H 1.37416 -0.67608 -4.90094 0.21
H -3.16706 -3.20872 2.58517 0.43
H 3.41334 2.97241 -0.31853 0.25
H -5.04452 -1.80496 3.60277 0.21
H 1.92324 1.97185 4.31108 0.40
H 4.54444 -0.17416 0.52869 0.25
H 3.53735 2.36477 1.32432 0.24
H -5.03788 -1.55500 1.84240 0.20
H 1.51362 -0.39650 3.92617 0.39
H 2.77780 0.12495 2.99117 0.38
H -4.20888 0.39395 3.93666 0.22
H -1.82996 -0.43974 -3.43672 0.44
H 3.52096 -1.50104 0.01130 0.23
H -1.83277 0.63341 2.78393 0.47
H -2.91036 1.68888 -2.65479 0.24
H 2.03820 3.08069 0.77799 0.25
H -0.41129 -2.82964 -3.28473 0.44
H 1.86507 -3.58098 0.14461 0.24
H -4.29852 0.68107 2.19006 0.21
H 1.30626 -4.44899 -2.38372 0.24
H 0.13742 1.37872 -5.51011 0.22
H -0.10990 3.19109 -3.84963 0.22
H 4.26802 -0.44700 -1.18212 0.25
H -2.24799 1.91294 0.00382 0.25
H 2.27795 -0.93771 -2.63720 0.21
H 0.85077 2.95327 -1.60835 0.21
```

=====

Density functional theory data (ωB97M-V/def2-TZVPD) for an isolated ion of composition C18H32FSSi and charge +1 in a non-equilibrium geometry.

Summary:
Charge: +1
Strongest force on any atom: 4.9 eV Å⁻¹
LUMO level: -5.59 eV
ΔE to the lowest compared entry with this formula, charge and spin: 299.1 kcal/mol
HOMO level: -0.356 Eh

Structure (XYZ):
```
53
Properties=species:S:1:pos:R:3:nbo_charge:R:1
S 6.19189 -0.87269 -1.17697 1.17
Si -4.40084 0.22186 -0.60027 1.66
F 7.12217 -0.48431 -2.57977 -0.41
C -5.78619 -2.65763 2.69448 -0.23
C 3.29751 2.00468 0.41702 -0.41
C -5.45272 -1.30538 1.82692 -0.23
C -4.81260 -4.29526 0.47192 -0.23
C -5.45480 -4.11025 1.97040 -0.22
C 7.33471 -1.23018 0.30850 -0.58
C 3.94120 0.49720 0.16551 -0.42
C 8.92431 -1.33246 -0.15061 -0.63
C -4.79909 -1.47914 0.29778 -0.48
C -3.72157 -0.09696 -2.37407 -1.15
C -4.47802 -2.94558 -0.39637 -0.23
C 0.64541 2.31192 0.60944 -0.42
C -3.17131 1.14559 0.57887 -0.90
C -0.44500 1.16466 0.16498 -0.41
C -5.99869 1.32743 -0.75751 -1.13
C -1.91741 1.87329 -0.18914 -0.41
C 5.31173 0.72177 -0.73190 -0.60
C 1.90613 2.23036 -0.43545 -0.42
H 1.84438 1.33047 -1.20598 0.20
H -0.15347 0.55812 -0.79787 0.20
H 1.89846 3.23425 -1.05805 0.23
H 1.03276 2.06356 1.71020 0.21
H 6.07758 1.35104 -0.06715 0.26
H -6.21988 -2.53675 3.78548 0.24
H -4.55652 -5.33364 -0.01095 0.24
H -3.37373 0.90707 -2.90401 0.25
H 3.23009 -0.19311 -0.47270 0.24
H 4.97708 1.35314 -1.67627 0.31
H 9.59087 -1.59167 0.77607 0.27
H -3.82287 1.86464 1.24767 0.25
H 4.07543 2.79102 -0.01655 0.21
H -2.81872 -0.86158 -2.27380 0.24
H 4.19697 -0.05719 1.17703 0.23
H -2.69756 0.35497 1.33749 0.24
H -4.55517 -0.55649 -3.08269 0.26
H -6.23828 1.92554 0.22193 0.24
H -2.02377 1.87658 -1.35691 0.21
H 6.95270 -2.16405 0.90213 0.29
H -1.93850 3.01970 0.14055 0.21
H 7.27363 -0.30783 1.06099 0.26
H -0.53033 0.37560 1.03986 0.22
H -5.68957 -5.07631 2.58925 0.23
H 0.15402 3.38593 0.67370 0.23
H -5.62254 -0.21253 2.26571 0.23
H -3.98683 -2.92155 -1.47412 0.24
H 3.20423 2.22411 1.56280 0.24
H -5.76070 2.14145 -1.58911 0.24
H -6.95558 0.72172 -1.08822 0.26
H 9.22299 -0.23546 -0.50683 0.24
H 8.97602 -2.11968 -1.02344 0.25
```